This record from the OMol25 dataset describes a molecular structure, C52H56AsBrN5OOsSSi in a non-equilibrium geometry. The level of theory is the ωB97M-V functional and the def2-TZVPD basis.

Structure (XYZ):
```
119
Properties=species:S:1:pos:R:3:forces:R:3:lowdin_charge:R:1
Os -0.2606 0.6672 1.5323 -0.734 -0.089 1.019 1.5354
Br -6.6076 4.6258 1.0451 1.048 -0.409 0.069 0.7087
As 0.6333 -0.2787 -1.6305 0.840 -0.649 0.558 1.4102
S -5.2804 -1.3088 -1.3462 0.336 -0.025 -0.494 0.6029
Si -1.8701 -0.9850 2.5449 -1.262 0.198 -0.480 0.6036
O -1.5268 1.3325 0.2922 -0.678 0.004 0.196 -0.3004
N 0.9589 0.0518 3.1411 -1.012 0.392 -1.007 -0.0829
N -5.1444 -3.3870 -2.9718 0.455 0.239 -0.377 0.0008
N 1.0850 0.1742 0.2469 0.212 -0.012 -0.656 -0.3566
N -0.8459 2.0147 2.9672 -0.148 0.096 -0.790 -0.1189
N -3.2965 -2.0229 -2.9929 -0.161 -0.276 -0.919 0.0230
C 2.6655 -0.2814 5.2156 0.875 0.654 1.862 -0.0067
C -1.8659 2.9369 2.7137 0.808 0.252 1.002 -0.0532
C -1.8891 -3.2013 0.7117 -1.117 2.093 1.527 -0.0976
C 0.0814 2.9870 5.0802 -1.069 0.609 -1.178 0.0022
C 4.0420 1.3128 2.0782 1.584 -0.750 0.076 -0.0601
C -1.6977 -4.4888 0.3126 1.172 -0.373 0.452 -0.0800
C -3.8528 3.8315 1.6806 0.275 0.248 1.916 -0.0623
C 1.9460 2.3571 -2.0429 -0.053 0.978 -0.244 -0.3330
C -2.7028 2.0275 0.5485 2.509 0.180 0.475 -0.3352
C -0.4304 2.1345 -2.4750 0.126 0.251 0.981 -0.2824
C 4.0757 -1.5125 -3.8510 -0.004 0.003 -0.325 0.0063
C 1.8024 0.8158 5.2373 -0.483 1.066 -0.304 -0.1367
C -3.7534 1.8451 -0.2554 -1.651 0.538 -0.564 -0.0713
C 4.7596 -2.3669 -2.9916 -0.388 -0.080 0.954 -0.2519
C 2.0914 -0.1671 -4.4383 -1.270 1.935 -1.445 -0.0732
C 2.9485 -2.1034 -1.3775 0.582 -0.313 -0.479 -0.2936
C 2.6386 -1.2005 4.2443 -0.699 -0.775 -1.216 -0.0162
C -2.7326 2.9477 1.6094 -0.490 0.318 0.282 -0.1792
C 1.7371 -0.9923 3.1790 0.699 -0.996 0.668 -0.1272
C -0.5538 3.5187 -2.5242 1.389 -0.324 0.067 -0.0018
C -3.7014 -3.4591 -4.9611 -0.753 -0.733 1.476 -0.1562
C 1.8291 3.7367 -2.1516 -1.293 0.594 -0.676 -0.0005
C 2.8594 -0.9306 -3.4809 0.851 -1.354 0.147 -0.3374
C 0.9962 2.8800 6.1270 0.568 0.399 0.497 -0.0684
C 2.1007 1.0783 0.7514 -1.538 -0.552 -1.152 -0.4284
C -4.9526 3.6211 0.8900 -0.435 0.265 -0.499 -0.6424
C 2.5670 3.2008 1.8302 -0.190 -0.908 -0.184 -0.0145
C 3.2448 0.5619 1.2710 0.651 -0.684 0.217 -0.0766
C 4.1841 -2.6594 -1.7433 -0.522 0.632 -1.248 -0.0053
C 0.5606 4.3566 -2.3818 1.070 -0.536 -0.208 -0.2312
C 2.2947 -1.2137 -2.2434 0.200 0.228 1.316 -0.3005
C 3.7248 2.6240 2.3599 -0.909 0.976 0.184 -0.0594
C 6.0742 -2.9724 -3.3709 -0.611 -0.097 0.178 -0.0402
C 0.9154 0.9642 4.1311 1.388 -0.118 1.359 -0.1995
C 3.3214 1.8360 -1.9524 0.700 -0.765 0.577 -0.0460
C -2.6752 -2.8345 -4.0417 -0.019 -0.376 0.596 -0.1674
C -4.7070 -4.2217 -4.0807 -0.690 -0.538 -0.595 -0.1733
C 0.8193 1.5673 -2.1507 -1.295 -0.335 -0.392 -0.3452
C -1.6668 1.3022 -2.7239 0.109 0.760 -0.553 -0.1101
C 1.7544 2.3925 0.9864 1.543 1.189 1.458 -0.0850
C 2.3836 -2.6553 -0.1081 0.524 -0.447 -0.309 -0.0798
C 1.8593 1.8191 6.2487 -0.037 -0.756 -0.691 -0.0185
C -0.9574 -5.3318 1.1647 0.153 -0.339 -0.611 -0.0654
C -0.6980 -3.6056 2.8117 -0.591 1.127 0.277 -0.1185
C -4.8930 2.6285 -0.0818 -0.689 -0.321 -0.525 -0.0978
C -3.5730 -0.4486 1.8701 0.267 -0.949 0.637 -0.1870
C 0.0334 2.0521 4.0324 -0.924 0.679 0.783 -0.2567
C -0.4139 -4.8719 2.3627 -0.279 -1.146 -0.499 -0.0947
C 0.4688 5.8603 -2.6198 0.894 -0.801 -0.216 -0.0440
C -1.4877 -2.7484 2.0194 0.583 -0.117 -0.913 -0.2710
C -1.8030 -0.7320 4.3968 -0.100 0.357 0.771 -0.1958
C -4.5345 -2.2543 -2.5453 -0.784 -0.674 0.977 -0.8606
H -3.9393 0.4933 2.2561 0.280 0.482 -0.134 0.0393
H -4.2178 -5.1541 -3.7266 -0.189 0.503 0.046 0.1199
H 3.8901 2.4552 -1.2571 0.301 0.104 -0.358 0.0955
H -2.5239 1.9503 -2.8792 -0.065 0.194 -0.053 0.0856
H -5.6364 -4.5724 -4.6316 1.165 0.577 0.420 0.1411
H -2.0034 -4.7309 -0.6888 -0.217 -0.640 -0.072 0.0971
H 6.8449 -2.6627 -2.6884 0.379 0.009 0.410 0.0815
H 4.3056 3.1712 3.0740 0.349 0.303 0.127 0.1062
H 3.7737 1.7756 -2.9496 0.152 0.261 0.237 0.1059
H 0.8588 2.7926 0.6245 -1.185 0.653 -0.868 0.0870
H 1.5953 -2.0391 0.3030 0.306 0.126 0.601 0.0134
H -5.7470 2.4164 -0.7250 0.144 0.177 0.246 0.1114
H -0.6135 3.8548 5.0249 0.739 -0.725 0.214 0.1187
H -6.0586 -3.5639 -2.6107 -0.254 0.204 0.320 0.1109
H 0.1724 -5.5820 2.9391 -0.062 0.245 0.103 0.1084
H 3.2552 -2.0801 4.2949 0.141 -0.130 -0.237 0.1203
H 1.0732 3.7122 6.8245 -0.201 -0.253 0.015 0.1169
H 0.7681 6.3543 -1.6705 -0.692 0.115 -0.631 0.0853
H 6.3156 -2.5743 -4.3231 0.557 0.055 -1.065 0.0607
H -2.2251 0.2850 4.6983 0.811 -1.237 -0.466 0.0649
H -4.1709 -2.7148 -5.5771 -0.254 0.261 -0.347 0.1183
H 2.7720 4.2952 -2.1920 -0.538 0.138 0.207 0.1309
H -0.7624 -6.3751 0.8866 -0.110 0.485 -0.009 0.1109
H 3.2895 -2.8960 0.4981 -1.201 0.313 0.356 0.0975
H -3.8368 4.5143 2.5760 -0.353 -0.531 -1.288 0.1335
H -3.2265 -4.2274 -5.5260 0.471 -0.226 -0.924 0.1067
H -1.5042 0.7931 -3.6691 -0.171 -0.579 -0.077 0.0822
H 3.4193 -0.4837 1.1653 0.322 -0.555 -0.323 0.1031
H -2.9146 -1.1288 -2.7809 0.210 0.434 0.220 0.0798
H 1.9009 -3.5954 -0.3603 -0.043 -0.349 0.084 0.0910
H 3.3861 -0.3495 6.0421 -0.319 -0.148 -0.332 0.1388
H 4.4706 -1.3324 -4.8716 -0.257 -0.041 0.763 0.1312
H 6.0384 -4.0632 -3.4122 0.014 0.106 0.009 0.0926
H -4.3062 -1.1466 2.2872 0.146 -0.391 0.012 0.0542
H -2.0475 -2.2085 -4.6507 0.596 0.280 0.078 0.1125
H -2.4515 -1.4838 4.9101 0.577 0.371 -0.413 0.0573
H 1.9770 0.8867 -4.1196 -0.019 -0.474 -0.169 0.0730
H -3.7834 1.0603 -0.9744 0.039 -0.361 -0.432 0.0485
H -3.6856 -0.5249 0.7892 0.072 0.144 0.073 -0.0348
H 1.0620 -0.5644 -4.5189 0.335 0.146 -0.116 0.0876
H 1.3028 6.1109 -3.3570 -1.409 -0.041 0.681 0.1025
H 1.6577 -1.6898 2.3645 0.018 -0.093 -0.199 0.0949
H -0.5635 6.0700 -3.0020 1.163 0.418 0.457 0.0902
H -2.0986 3.6673 3.4988 0.285 -0.403 -0.233 0.1129
H 3.3637 0.8280 -1.5476 0.012 -0.003 -0.055 0.0562
H 2.2271 4.2026 2.1281 0.317 -0.485 -0.307 0.1238
H 4.6436 -3.4089 -1.1143 0.130 0.060 0.183 0.1185
H 2.5095 -0.0943 -5.4512 0.035 -0.395 0.297 0.0974
H -0.3806 -3.2919 3.8188 -0.028 -0.097 -0.545 0.1067
H 4.9527 0.8053 2.4582 -0.656 0.711 0.030 0.1344
H -2.0926 -3.6260 -3.5309 0.022 0.324 -0.497 0.1263
H -1.9354 0.6496 -1.9080 0.211 -0.377 0.005 0.0055
H -1.5241 3.8889 -2.7199 -0.803 0.728 -0.225 0.1048
H -2.5322 -2.5107 0.1126 0.732 -0.613 0.298 0.0958
H -0.7403 -0.8557 4.7364 -1.139 0.159 0.120 0.0300
H 2.6137 1.6716 7.0231 -0.397 0.417 -0.042 0.1199
```
Forces are in eV/Å.

Properties
- HOMO-LUMO gap (spin up / spin down): 5.28 / 5.82 eV
- HOMO (spin up / spin down): -8.3 / -10.0 eV
- Maximum force: 2.8 eV Å⁻¹
- Net charge: +1
- DFT total energy: -7952.02296 hartree
- Multiplicity: 5
- ⟨S²⟩: 6.07

---

This record from the OMol25 dataset describes 8 unconnected molecules or ions with the total composition C52H56Br2F7N2O3S in a non-equilibrium geometry. The level of theory is the ωB97M-V functional and the def2-TZVPD basis.

Structure (XYZ):
```
123
Properties=species:S:1:pos:R:3:forces:R:3:lowdin_charge:R:1
Br 2.5772 -0.7520 0.5785 -1.136 0.457 0.409 0.7749
Br -1.9493 -1.3000 -0.2357 1.059 0.806 -0.049 0.8158
S -2.7034 3.9919 0.8823 1.789 3.335 7.427 0.8107
F 5.2435 -3.5568 -4.1797 0.075 0.033 -0.043 0.0694
F 3.8793 0.5724 -3.5365 -1.199 0.106 -0.354 0.0317
F -0.4603 -1.0932 8.9467 0.069 -0.183 0.176 0.0621
F -3.0394 -6.2192 3.8425 -0.071 -0.135 -0.201 0.0601
F -2.7691 4.3976 -3.3141 0.206 -0.365 0.746 0.0101
F 2.0996 -0.5459 4.2421 -0.481 -0.032 -0.233 0.0368
F -3.2278 -1.2130 -3.8283 0.360 0.720 -0.053 0.0322
O -3.3945 4.3795 2.2478 1.595 -1.672 -5.915 -0.3738
O -1.1817 4.1332 1.1273 -4.552 -1.002 -2.568 -0.3733
O -3.2729 5.1901 -0.2405 1.282 -2.741 0.310 -0.2101
N -1.0132 1.8505 -1.2616 1.471 0.527 -2.517 -0.1253
N 0.9022 1.6370 -3.6780 1.180 -0.507 -0.631 0.0080
C -1.5473 0.8462 8.1601 -0.005 -0.015 0.046 -0.0099
C 7.5060 0.5932 -3.5219 -0.253 -0.035 0.409 -0.0651
C 0.2370 0.4075 -3.1083 -0.092 -2.356 1.965 -0.0548
C 3.0775 -4.4891 -4.1990 0.006 -0.013 -0.059 -0.0118
C 5.9726 -0.6152 5.6289 -0.012 0.007 -0.074 -0.0905
C 7.7523 0.5032 -2.1496 -0.057 -0.004 -0.063 -0.0772
C 5.7264 -0.5251 4.2567 -0.283 -0.036 0.441 -0.0793
C -2.9726 -4.3570 6.9541 0.363 0.002 -0.338 -0.0692
C -2.2917 1.6905 -2.0359 -2.559 -1.307 -0.429 -0.1980
C -3.7773 -2.4312 -3.7355 -0.724 -1.617 0.120 -0.2917
C -2.6083 -5.4171 4.8251 0.337 0.659 0.838 -0.2922
C -0.9071 -3.9872 5.7459 -0.457 -0.169 0.125 -0.0860
C -0.6706 0.2348 5.5787 -0.224 0.209 0.365 -0.0791
C -4.5070 -4.2856 -2.3871 -0.002 0.061 -0.484 -0.0691
C -4.7527 -4.3581 -4.7949 0.081 0.104 0.397 -0.0745
C 0.5277 1.1110 1.5581 0.327 0.445 0.522 -0.1430
C -3.9302 -3.0193 -2.4847 -0.061 0.095 -0.017 -0.0517
C 6.6891 0.4373 -1.2478 0.069 0.029 -0.418 -0.0675
C -1.3532 -4.8270 4.7258 -0.017 -0.014 -0.080 -0.0197
C -4.1832 7.1781 -5.1642 0.249 -0.339 -0.207 -0.0591
C -3.7464 6.8692 -6.4548 0.008 -0.044 0.094 -0.0756
C 5.3762 0.4666 -1.7173 -0.197 0.012 -0.123 -0.0396
C 5.1403 0.5501 -3.0851 2.105 -0.047 0.740 -0.2969
C 0.6009 -0.4079 0.9514 -0.601 1.113 -0.439 -0.6037
C -2.6431 4.8907 -5.6168 0.008 -0.050 0.251 -0.0259
C -2.9794 5.7255 -6.6821 -0.156 0.193 0.284 -0.0705
C 1.6002 -4.0610 -2.3358 0.000 0.029 -0.117 -0.1002
C -3.4231 -5.1880 5.9284 -0.027 -0.040 -0.052 -0.0151
C -3.6416 1.9829 -1.0909 -0.236 0.399 -0.223 -0.1691
C 4.4132 -0.5071 3.7868 -0.047 0.027 -0.057 -0.0357
C -3.0872 5.2025 -4.3366 -0.591 1.422 -1.682 -0.2807
C -3.2886 2.2576 0.4846 -2.083 -1.886 -1.224 -0.2349
C 2.5883 -3.2880 -1.7243 -0.124 -0.307 -0.368 -0.1304
C 4.9094 -0.6811 6.5308 0.034 0.030 -0.428 -0.0719
C -0.3343 -0.6000 6.6440 0.051 -0.006 0.079 -0.0351
C 1.8440 -4.6648 -3.5719 0.206 0.280 0.210 -0.0771
C -0.2912 3.1060 -1.7965 0.484 0.418 0.974 -0.1352
C -4.1861 -3.0874 -4.8912 0.104 0.151 0.014 -0.0175
C 6.1928 0.6112 -3.9918 -0.237 0.016 -0.055 -0.0121
C -0.0024 0.7539 -1.4882 1.195 -0.151 -0.045 -0.2790
C 3.3607 -0.5682 4.6935 1.410 -0.020 0.522 -0.2805
C -0.7784 -0.2882 7.9242 -0.252 0.738 -0.885 -0.2901
C 4.0573 -3.7212 -3.5794 -0.805 -0.102 0.438 -0.2838
C -1.8744 1.6874 7.0966 0.243 -0.354 -0.161 -0.0732
C -0.1318 -0.5681 -0.5428 2.400 -0.669 -0.079 -0.6184
C -4.9150 -4.9547 -3.5437 0.040 0.045 0.050 -0.0849
C 0.2712 2.9555 -3.3206 -1.963 2.624 -0.694 -0.0983
C -1.4376 1.3785 5.8060 -0.003 -0.039 0.020 -0.0862
C -1.7154 -3.7551 6.8597 -0.037 -0.022 0.014 -0.0875
C 3.5965 -0.6518 6.0612 -0.133 -0.021 -0.055 -0.0084
C 3.8254 -3.1217 -2.3464 0.055 0.089 -0.048 -0.0141
C -3.8561 6.3369 -4.1007 0.093 -0.155 0.132 -0.0049
H -0.5153 1.6347 1.4805 1.876 -1.287 -0.006 0.0617
H 0.2824 -1.2593 1.6932 0.519 1.822 -1.617 0.1070
H -4.2289 2.9055 -1.5553 1.216 -1.917 1.131 0.1162
H 0.5004 -1.4272 -1.0806 -1.709 1.798 1.091 0.0751
H -3.5988 -4.1777 7.8245 0.096 -0.049 -0.183 0.1089
H -4.7773 8.0716 -4.9891 0.112 -0.205 0.014 0.1153
H 0.6073 3.3944 -1.0653 -2.062 -0.754 -1.510 0.1514
H -4.4039 1.0660 -1.1303 1.863 1.949 0.122 0.1315
H -2.4685 2.5809 7.2717 0.108 -0.186 -0.003 0.1088
H -0.6523 3.1298 -4.0541 2.088 -0.587 1.535 0.1274
H 1.9032 1.6294 -3.3197 -1.232 -0.094 -0.466 0.1675
H -4.4000 -5.6576 5.9804 0.115 0.013 -0.038 0.1169
H 0.2686 -1.4881 6.4867 -0.070 0.126 0.055 0.0908
H -0.7309 0.0537 -3.6543 1.776 1.168 0.821 0.1446
H -1.3663 -3.1034 7.6578 -0.082 -0.160 -0.149 0.0881
H 0.0693 -3.5143 5.6727 -0.153 -0.166 -0.034 0.0932
H -2.4615 0.5789 -2.4376 0.682 2.427 0.999 0.0948
H -1.6967 2.0325 4.9761 0.041 -0.095 0.151 0.1006
H -2.0402 4.0026 -5.7741 -0.080 0.019 -0.034 0.0997
H -2.6441 5.4850 -7.6881 -0.045 0.025 0.219 0.1113
H -4.0607 -2.6052 -5.8549 0.001 -0.024 0.091 0.1152
H 2.3948 -2.8157 -0.7642 0.150 -0.351 -0.352 -0.0074
H 1.0274 3.8260 -3.5492 -1.369 -1.877 0.476 0.1637
H -3.5997 -2.4880 -1.5982 -0.223 -0.194 -0.345 -0.0117
H 1.0315 -0.4766 -3.2001 -1.694 1.927 0.211 0.1640
H -5.0672 -4.8826 -5.6940 0.059 0.146 0.161 0.1099
H -2.5835 1.3944 0.8401 -0.806 2.287 -0.456 0.0739
H 1.3009 1.8387 1.0165 -1.679 -1.750 1.075 0.0916
H 0.9904 1.4973 -4.7295 -0.157 0.548 1.522 0.2063
H 8.3358 0.6484 -4.2221 -0.204 -0.026 0.106 0.1124
H -5.3608 -5.9442 -3.4675 0.090 0.208 -0.022 0.1071
H 4.6079 -2.5316 -1.8811 -0.003 -0.041 -0.059 0.1099
H -4.0056 7.5232 -7.2847 0.059 -0.151 0.176 0.1107
H -1.0555 3.9910 -1.7519 1.741 -1.666 -0.366 0.1158
H -2.8657 5.0428 -1.1438 -0.457 0.087 1.221 0.0493
H 6.5562 -0.4700 3.5565 -0.169 -0.024 0.105 0.1029
H 4.2027 -0.4460 2.7240 0.015 0.015 0.237 0.0275
H 4.5379 0.4252 -1.0298 0.063 0.009 -0.081 0.0409
H -4.6380 -4.7508 -1.4133 0.046 0.117 -0.167 0.1108
H 6.9970 -0.6337 5.9947 -0.211 0.003 -0.065 0.1042
H 0.6364 -4.1947 -1.8491 0.152 -0.026 -0.059 0.1011
H 6.8832 0.3631 -0.1805 -0.081 0.033 -0.199 0.1090
H 8.7767 0.4847 -1.7839 -0.221 0.001 -0.075 0.1091
H 5.1036 -0.7553 7.5981 -0.081 0.028 -0.207 0.1100
H 1.0440 1.2470 -1.1782 -2.132 -1.293 -0.402 0.1426
H 3.2819 -4.9435 -5.1629 0.031 0.038 0.115 0.1193
H -4.1934 6.5563 -3.0930 0.015 -0.010 -0.062 0.1189
H -0.7342 -5.0255 3.8571 -0.084 -0.024 0.059 0.1119
H 2.7582 -0.6932 6.7488 0.049 0.018 -0.081 0.1082
H -0.3353 -0.0057 4.5727 -0.030 0.005 0.231 0.0803
H 5.9824 0.6724 -5.0546 0.010 -0.013 0.094 0.1174
H -2.4222 2.3867 -2.9661 0.678 -1.388 1.839 0.1062
H -4.3101 2.1080 1.0841 2.352 0.883 -1.162 0.1422
H 0.8249 1.1016 2.6943 -0.485 -0.118 -2.276 0.0853
H -1.8845 1.0656 9.1678 0.067 -0.052 -0.087 0.1187
H 1.0741 -5.2697 -4.0444 0.170 0.099 0.056 0.1083
```
Forces are in eV/Å.

Properties
- HOMO-LUMO gap: 7.45 eV
- HOMO: -10.4 eV
- Maximum force: 8.3 eV Å⁻¹
- Net charge: +1
- DFT total energy: -8595.11741 hartree
- Multiplicity: 1